C29H35KN6O2S3Se | the ωB97M-V functional and the def2-TZVPD basis

Positions of all 77 atoms, in Å:
K 0.209 -0.624 -1.085
C -2.892 -1.418 0.812
C -2.356 -2.337 1.907
C -2.988 -3.720 1.799
C -0.845 -2.357 1.871
C -0.150 -1.218 2.283
C 1.231 -1.149 2.193
C 1.969 -2.221 1.692
C 3.464 -2.137 1.550
C 1.277 -3.360 1.302
C -0.107 -3.431 1.393
H -3.983 -1.352 0.860
H -2.626 -1.810 -0.171
H -2.490 -0.407 0.909
H -2.646 -1.904 2.869
H -2.796 -4.164 0.817
H -4.070 -3.647 1.920
H -2.601 -4.400 2.561
H -0.695 -0.347 2.641
H 1.733 -0.234 2.496
H 3.961 -2.203 2.522
H 3.766 -1.190 1.098
H 3.838 -2.945 0.921
H 1.826 -4.192 0.873
H -0.607 -4.331 1.050
N -1.224 1.905 -1.542
N -1.269 2.143 -2.937
C -0.524 1.271 -3.803
O -0.249 1.752 -4.916
O -0.261 0.126 -3.347
H -2.118 2.128 -1.126
H -0.546 2.502 -1.078
H -1.147 3.103 -3.212
C 4.552 -0.309 -4.386
N 3.899 -1.430 -3.654
C 4.427 -1.532 -2.260
C 2.381 -1.391 -3.693
C 1.845 -2.767 -3.404
C 1.791 -3.640 -4.497
C 1.395 -4.955 -4.315
C 1.050 -5.367 -3.032
C 1.100 -4.466 -1.972
C 1.497 -3.119 -2.083
H 5.618 -0.536 -4.442
H 4.388 0.610 -3.827
H 4.115 -0.232 -5.377
H 4.145 -2.298 -4.128
H 4.296 -0.561 -1.784
H 5.491 -1.751 -2.301
H 3.853 -2.292 -1.735
H 2.105 -1.032 -4.685
H 2.052 -0.640 -2.979
H 2.032 -3.286 -5.499
H 1.340 -5.638 -5.156
H 0.729 -6.391 -2.864
H 0.795 -4.851 -0.995
S -1.816 5.533 6.521
C -1.889 4.789 5.024
S -0.715 3.648 4.462
C -1.621 3.369 2.969
N -2.695 4.105 2.920
N -2.824 4.898 4.057
C -4.014 5.676 4.111
C -5.183 5.132 3.587
C -6.355 5.869 3.607
C -6.370 7.149 4.145
C -5.198 7.690 4.653
C -4.017 6.963 4.636
S -1.080 2.250 1.816
H -5.147 4.143 3.153
H -7.260 5.439 3.197
H -7.289 7.724 4.160
H -5.196 8.693 5.063
H -3.105 7.380 5.031
Se 8.311 -0.775 -4.336
C 7.525 -0.034 -2.872
N 6.958 0.399 -1.955

Orbital gap, eV: 6.6612
Spin multiplicity: 1
Strongest force on any atom, eV/A: 0.6
Relative energy (zero: lowest compared OMol25 entry of this formula, charge and spin), eV: 0.375
E, eV: -157855.913
Lowest unoccupied orbital energy, eV: 3.7049
Charge: -2

Results of the Löwdin charge analysis, in e, for atoms 1 through 6: atom 1 (K): 0.72, atom 2 (C): -0.06, atom 3 (C): -0.39, atom 4 (C): -0.09, atom 5 (C): -0.22, atom 6 (C): -0.07